1.
Here is a cluster of 8 separate species, C29H67O22P3 in total in a non-equilibrium geometry from the OMol25 dataset. Energies are from ωB97M-V/def2-TZVPD.

XYZ file:
```
121
C29H67O22P3, DFT ωB97M-V/def2-TZVPD
C 3.8854 2.3137 -3.1051
O 4.7690 1.3528 -2.5685
P 6.1912 1.7622 -1.9791
O 6.2063 2.5127 -0.7266
O 7.0094 0.3787 -2.0282
C 6.5715 -0.6588 -1.1495
O 6.8834 2.6186 -3.1508
C 7.0888 2.0589 -4.4421
H 3.6440 2.0308 -4.1293
H 4.3470 3.3067 -3.1764
H 2.9818 2.5379 -2.5371
H 6.4193 -0.3607 -0.1135
H 7.1136 -1.5996 -1.1831
H 5.5554 -0.9102 -1.4739
H 6.3335 2.5065 -5.1029
H 6.8882 0.9887 -4.4954
H 8.0583 2.3465 -4.8399
C -5.3448 -0.1641 1.8913
O -5.2204 -1.3197 2.7445
P -3.7696 -1.8380 3.2287
O -3.6246 -2.2447 4.6456
O -2.7082 -0.7214 2.7533
C -2.4088 0.2965 3.7091
O -3.5051 -3.0220 2.2156
C -4.3192 -4.1763 2.2779
H -4.4204 0.2207 1.4707
H -5.7005 0.6969 2.4694
H -6.1312 -0.4400 1.1945
H -1.3911 0.6429 3.5073
H -2.4939 -0.0062 4.7487
H -2.9898 1.1926 3.4663
H -4.9315 -4.2228 3.1841
H -3.6934 -5.0622 2.4219
H -4.9494 -4.3197 1.4029
C -0.7255 -4.9370 5.6623
O 0.5456 -5.0230 5.0323
P 1.5847 -3.7942 5.1815
O 2.7737 -3.7320 4.3234
O 1.8761 -3.7193 6.7514
C 2.5529 -2.5938 7.2971
O 0.5787 -2.5614 4.8978
C 0.2542 -2.1426 3.5724
H -1.5112 -5.2951 4.9913
H -1.0090 -3.9137 5.9005
H -0.7999 -5.5984 6.5257
H 1.8896 -1.9985 7.9239
H 3.0282 -2.0219 6.5016
H 3.3435 -2.8941 7.9878
H -0.7926 -2.4054 3.4216
H 0.8441 -2.6962 2.8430
H 0.3161 -1.0652 3.4488
O -5.5478 0.9038 -1.7065
C -5.5466 0.4560 -2.8305
O -4.6901 -0.4183 -3.3086
C -3.5745 -0.8293 -2.5579
C -2.3171 0.0527 -2.8754
C -6.6068 0.8815 -3.8184
H -3.3770 -1.8823 -2.7371
H -3.6025 -0.7222 -1.4710
H -2.5207 1.1104 -2.7301
H -2.0090 -0.2273 -3.8801
H -1.5758 -0.2206 -2.1237
H -6.2556 0.7092 -4.8361
H -6.7666 1.9462 -3.6814
H -7.4964 0.2762 -3.6574
O -3.7706 7.5393 -3.0237
C -2.6951 8.0647 -3.0112
O -2.3893 9.2173 -3.6290
C -3.3805 9.8749 -4.3877
C -3.3816 9.2441 -5.8042
C -1.5081 7.5168 -2.2880
H -3.2438 10.9529 -4.4167
H -4.3942 9.7600 -3.9894
H -3.2423 8.1687 -5.7585
H -2.7197 9.8822 -6.3910
H -4.3292 9.3256 -6.3496
H -1.8056 6.5546 -1.8673
H -1.2542 8.1211 -1.4190
H -0.6680 7.2814 -2.9381
O 0.6151 3.7538 0.1292
C 0.4990 2.9940 -0.8040
O 1.0950 1.8144 -0.9205
C 1.8588 1.2947 0.1587
C 1.0326 0.0947 0.7154
C -0.3576 3.3455 -1.9870
H 2.0913 1.9835 0.9704
H 2.8381 0.9589 -0.1869
H 0.2333 0.5962 1.2668
H 1.6627 -0.5034 1.3626
H 0.6024 -0.4619 -0.1124
H -0.0965 4.3493 -2.3187
H -1.4329 3.2790 -1.8513
H -0.0376 2.6840 -2.7972
O 4.2660 -1.5472 0.9646
C 4.4244 -1.4361 2.1583
O 5.4767 -1.8944 2.8282
C 6.6244 -2.4339 2.1832
C 6.3856 -3.8398 1.6601
C 3.4422 -0.6792 2.9955
H 7.4546 -2.4645 2.8783
H 6.7933 -1.8328 1.2915
H 6.2052 -4.5722 2.4505
H 7.2044 -4.1620 1.0123
H 5.5113 -3.9848 1.0194
H 3.8261 -0.5790 4.0095
H 2.5129 -1.2362 3.0509
H 3.2729 0.2950 2.5470
O -2.5361 -6.3772 -1.7338
C -2.8498 -5.2971 -2.1665
O -2.3117 -4.1555 -1.6843
C -1.6063 -4.2442 -0.4393
C -0.6618 -3.0982 -0.2446
C -3.7773 -5.1286 -3.3112
H -1.2060 -5.2562 -0.3449
H -2.3083 -4.3057 0.3982
H -0.1660 -3.2214 0.7268
H -1.2258 -2.1772 -0.0946
H 0.2056 -3.0900 -0.9028
H -4.5908 -5.8194 -3.0991
H -3.3519 -5.4148 -4.2721
H -4.0428 -4.0765 -3.4116
```

The calculation puts the calculated total energy at -3824.77085 hartree. The energy relative to the best compared isomer or geometry (same formula, charge and spin) is 215.7 kJ/mol. Its multiplicity is 1. The value obtained for the HOMO energy is -10.278 eV. The SMILES is COP(=O)(OC)OC.COP(=O)(OC)OC.COP(=O)(OC)OC.CCOC(C)=O.CCOC(C)=O.CCOC(C)=O.CCOC(C)=O.CCOC(C)=O. The gap between HOMO and LUMO comes out at 10.7 eV.

Results of the Mulliken charge analysis, in e, for atoms 1 through 8:
1. C -0.46
2. O -0.21
3. P 1.10
4. O -0.74
5. O -0.39
6. C -0.68
7. O -0.39
8. C -0.67

=====

2.
Here is a cluster of 10 separate species, C29H68BO17 in total in a non-equilibrium geometry from the OMol25 dataset. Energies are from ωB97M-V/def2-TZVPD.

XYZ file:
```
115
C29H68BO17, DFT ωB97M-V/def2-TZVPD
O 4.7488 -15.9593 0.1447
C 3.9506 -15.3294 -0.5388
O 4.2593 -14.4706 -1.4366
B 3.0525 -13.8462 -1.9333
O 1.9289 -14.5852 -1.3487
C 2.4168 -15.5064 -0.4851
O 1.8394 -16.3716 0.1942
O 3.0787 -13.8440 -3.4139
C 3.1761 -12.5915 -3.8803
O 3.2396 -12.2630 -5.0849
C 3.1683 -11.6687 -2.6754
O 3.0188 -12.4208 -1.5705
O 3.0468 -10.4474 -2.7278
C -3.0271 -18.3005 -4.6038
C -2.3296 -19.6048 -5.1157
O -3.5590 -20.3524 -5.3619
C -3.3884 -21.6462 -5.9063
C -4.7528 -22.3209 -5.8124
H -3.7493 -18.4827 -3.8080
H -2.2776 -17.6178 -4.2035
H -3.3625 -17.6593 -5.4189
H -1.5859 -19.3793 -5.8799
H -1.7832 -20.1277 -4.3309
H -3.0147 -21.5773 -6.9280
H -2.7276 -22.0273 -5.1277
H -4.6109 -23.3962 -5.9200
H -5.3330 -22.0639 -6.6986
H -5.3908 -22.0977 -4.9573
C 5.1177 0.1743 1.9708
C 5.2825 -0.9013 0.9056
O 5.0959 -2.2067 1.3410
C 5.0764 -3.2099 0.3082
C 4.7526 -4.4318 1.1075
H 4.4030 -0.1017 2.7461
H 6.0140 0.3240 2.5727
H 4.9270 1.2099 1.6892
H 4.4206 -0.7149 0.2649
H 6.2183 -0.6886 0.3888
H 4.3379 -3.0174 -0.4701
H 5.9892 -3.2245 -0.2875
H 3.6700 -4.4342 1.2342
H 5.1343 -4.4577 2.1282
H 5.0406 -5.3542 0.6031
C -3.5770 -18.1761 1.7534
C -3.5440 -19.6579 2.2081
C -3.3280 -20.5370 1.0035
O -2.4522 -19.8634 3.1041
H -3.1680 -17.5248 2.5259
H -4.6174 -17.9108 1.5656
H -2.9638 -17.9694 0.8763
H -4.4867 -19.8093 2.7340
H -2.3102 -20.3909 0.6420
H -3.9130 -20.2185 0.1407
H -3.5591 -21.5825 1.2077
H -1.6366 -19.8075 2.6007
C 3.7416 -5.5047 -6.8627
C 4.9347 -6.2496 -7.3751
C 5.9134 -5.2997 -8.1918
O 5.6574 -6.6359 -6.1891
H 3.8660 -4.8702 -5.9852
H 2.9019 -6.1848 -6.7197
H 3.4125 -4.8520 -7.6713
H 4.5809 -7.0581 -8.0147
H 6.2143 -4.5075 -7.5063
H 5.4104 -4.9626 -9.0982
H 6.8192 -5.7982 -8.5369
H 5.0646 -7.1682 -5.6536
C 3.1319 -23.4550 1.0157
C 2.9629 -24.2031 -0.3337
C 2.0397 -23.5886 -1.3299
O 4.2648 -24.1534 -0.8642
H 3.0849 -22.3788 0.8494
H 4.1019 -23.6429 1.4761
H 2.3307 -23.7174 1.7065
H 2.6492 -25.2113 -0.0626
H 1.9671 -24.1902 -2.2360
H 2.4410 -22.5918 -1.5129
H 1.0132 -23.3680 -1.0371
H 4.2045 -24.2907 -1.8124
C 7.9664 -11.0003 -10.4553
C 7.2714 -12.3396 -10.7454
O 5.9191 -12.3161 -10.6380
H 8.1793 -10.8953 -9.3915
H 7.3914 -10.0916 -10.6336
H 8.8951 -10.9223 -11.0207
H 7.5403 -12.9686 -9.8968
H 7.6462 -12.7927 -11.6631
H 5.5903 -12.1481 -9.7518
C 9.3227 -12.8233 1.0804
C 9.6267 -12.3021 2.4652
O 10.2295 -13.3253 3.2945
H 10.3048 -12.8106 0.6077
H 8.7063 -12.2020 0.4306
H 8.8357 -13.7964 1.1432
H 8.7539 -11.9240 2.9976
H 10.2302 -11.3950 2.4317
H 10.0932 -13.1648 4.2311
C 7.1173 -18.4121 -4.1752
C 8.0578 -17.2774 -4.6366
O 9.4089 -17.6996 -4.7329
H 7.1745 -19.3109 -4.7892
H 6.0910 -18.1492 -4.4316
H 7.1605 -18.5874 -3.1003
H 8.0226 -16.4821 -3.8919
H 7.7189 -16.7273 -5.5144
H 9.9334 -16.9848 -5.1010
C 4.1536 -18.6561 6.4533
C 4.8621 -18.7616 7.7116
O 6.2554 -18.5176 7.5238
H 4.5761 -17.8079 5.9145
H 3.0898 -18.5436 6.6625
H 4.3306 -19.5062 5.7945
H 4.8136 -19.7516 8.1651
H 4.4530 -17.9892 8.3629
H 6.6332 -18.6778 8.3916
```

The calculation puts the calculated total energy at -2449.77888 hartree. Its multiplicity is 1. Its total charge is -1. The value obtained for the HOMO energy is -7.296 eV. The gap between HOMO and LUMO comes out at 9.1 eV.

Results of the Mulliken charge analysis, in e, for atoms 1 through 8:
1. O -0.66
2. C 0.66
3. O -0.52
4. B 1.02
5. O -0.41
6. C 0.56
7. O -0.64
8. O -0.45

=====

3.
Here is a structure of composition C29H68CuF3N2O11S2 in a non-equilibrium geometry from the OMol25 dataset. Energies are from ωB97M-V/def2-TZVPD.

XYZ file:
```
116
C29H68CuF3N2O11S2, DFT ωB97M-V/def2-TZVPD
Cu 8.1491 37.2476 21.2509
C 6.4774 34.5540 19.5464
O 7.6193 33.7779 19.2873
O 7.0233 35.6510 20.2007
C 5.5512 34.7276 18.3139
F 5.1900 36.0429 18.1855
F 6.2333 34.5244 17.1441
F 4.4861 33.8666 18.4487
C 7.3999 32.4358 18.7297
C 8.7973 31.8732 18.4926
H 9.4254 32.3490 17.7395
H 9.2569 32.0280 19.4688
H 8.6748 30.8236 18.2256
H 6.8327 32.3682 17.8014
H 6.8392 31.7319 19.3447
H 5.7879 33.9973 20.1810
C 1.1492 37.2145 22.4166
C 2.6305 37.0330 22.2994
C 3.0869 37.2698 20.7338
O 3.3704 38.0371 22.9781
H 0.5239 36.4451 21.9637
H 0.7849 38.1342 21.9590
H 0.9210 37.2368 23.4822
H 2.7626 35.9695 22.4988
H 4.0487 36.8020 20.5234
H 3.0314 38.3211 20.4514
H 2.3664 36.7500 20.1022
H 4.0542 38.3384 22.3754
C 10.2156 32.1975 14.7800
C 10.1264 33.5691 14.1071
C 8.7427 34.3030 14.0863
O 11.1086 34.3542 14.8686
H 11.2148 31.7928 14.6196
H 9.5348 31.5020 14.2893
H 9.8493 32.2085 15.8066
H 10.3951 33.6196 13.0520
H 8.8201 35.1628 13.4209
H 8.5457 34.5771 15.1228
H 7.9748 33.5397 13.9608
H 11.9740 33.9401 14.8326
C 12.9802 34.7485 21.4263
C 11.8970 34.4438 20.2702
C 12.2491 33.1768 19.5662
O 10.5796 34.4372 20.7418
H 13.8528 35.0328 20.8383
H 13.0985 33.9134 22.1168
H 12.7601 35.6617 21.9792
H 11.8295 35.2183 19.5063
H 13.2324 33.2483 19.1011
H 11.4955 32.9921 18.8006
H 12.3028 32.3826 20.3108
H 10.0549 33.7509 20.3232
C 0.8394 31.3356 20.7357
C 1.7794 32.4579 20.2774
C 1.0334 33.7582 20.1385
O 0.4287 33.7622 18.8553
C 0.1296 35.0763 18.3698
N 2.7814 32.5054 21.3680
H -0.0319 31.7701 21.2258
H 1.2185 30.6022 21.4474
H 0.5082 30.8921 19.7967
H 2.2243 32.3241 19.2914
H 1.8752 34.4440 20.2343
H 0.3136 33.9669 20.9299
H -0.4106 35.6650 19.1112
H -0.3820 34.9849 17.4117
H 1.0721 35.5961 18.1976
H 3.5012 31.8605 21.0746
H 3.1980 33.4236 21.3095
C 3.2466 26.9082 19.9648
C 4.6205 27.6638 20.0033
C 4.5067 29.2125 20.3020
O 5.8502 29.7106 20.4570
C 6.1989 30.2709 21.7717
N 5.3273 26.8666 21.0524
H 2.5049 27.2601 19.2478
H 2.8598 26.9396 20.9833
H 3.4728 25.8640 19.7489
H 5.1059 27.5351 19.0359
H 3.8735 29.5477 21.1234
H 3.9459 29.7286 19.5227
H 7.1144 30.8626 21.7680
H 6.3120 29.4522 22.4824
H 5.4001 30.9951 21.9314
H 5.7857 26.1634 20.4906
H 6.0934 27.5120 21.1817
C 7.6000 38.2463 17.0672
C 8.4282 39.5717 17.0922
C 9.8354 39.2921 17.5842
S 9.9637 37.4697 18.1089
O 9.4937 37.4153 19.5074
O 11.2638 36.8686 17.6322
C 8.6263 37.0523 16.9843
H 6.8886 38.3740 16.2513
H 7.0584 38.2252 18.0129
H 7.9310 40.3114 17.7196
H 8.4414 39.9949 16.0878
H 10.2400 39.8471 18.4306
H 10.5896 39.3318 16.7982
H 8.2605 36.0288 17.0667
H 8.9988 37.0749 15.9602
C 2.3298 36.8286 15.0927
C 2.9682 37.4555 16.3199
C 2.8004 38.9328 16.1837
S 1.0073 39.0411 15.6596
O 0.6700 40.1662 14.7880
O 0.0900 38.8341 16.8163
C 0.9448 37.4804 14.6842
H 2.3552 35.7427 15.1834
H 3.0460 37.0094 14.2911
H 4.0450 37.3557 16.4563
H 2.4327 37.1727 17.2262
H 3.2513 39.4489 15.3361
H 2.9396 39.4251 17.1462
H 1.0613 37.6123 13.6085
H 0.0572 36.9446 15.0207
```

As for the expectation value of S²: 2.013. The calculation puts the calculated total energy at -4818.33480 hartree. Its multiplicity is 3. Its total charge is +2. The value obtained for the HOMO energy (alpha / beta) is -13.670 / -13.667 eV. The gap between HOMO and LUMO (alpha / beta) comes out at 6.9 / 2.3 eV.

Results of the Mulliken charge analysis, in e, for atoms 1 through 8:
1. Cu 0.59
2. C 0.45
3. O -0.09
4. O -0.09
5. C 0.57
6. F -0.16
7. F -0.14
8. F -0.15

=====

> The highest multiplicity belongs to which entry?

C29H68CuF3N2O11S2